ORCA calculation (ωB97M-V/def2-TZVPD) on a 3-piece molecular cluster, C14H29F3N2O8P3S2 overall.

As for the net charge: +1. As for the electronic energy: -3382.190415 hartree. For the HOMO-LUMO gap, the calculation gives 0.2948 Ha. As for the spin multiplicity: 1.

Each line ends with the Mulliken charge.
Geometry (Å):
F (-5.1668, 2.3387, -0.6243)  -0.193
C (-4.7191, 2.0888, -1.8552)  0.909
F (-5.6234, 2.4912, -2.7461)  -0.199
F (-4.5781, 0.7639, -1.9964)  -0.197
P (-3.0513, 2.8967, -2.1523)  -0.038
C (-3.1803, 4.5824, -2.8915)  -0.542
C (-2.3702, 5.6750, -2.1339)  -0.728
C (-0.8719, 5.7488, -2.5757)  -0.646
S (-0.6676, 6.0153, -4.3583)  0.022
C (-0.5963, 4.4293, -5.1731)  0.009
S (-1.3424, 4.3093, -6.6187)  -0.154
N (0.0897, 3.3028, -4.6757)  0.388
C (0.2069, 2.7776, -3.4043)  -0.464
C (0.9464, 1.6352, -3.4162)  -0.867
N (1.3023, 1.4423, -4.7543)  -0.565
C (0.8128, 2.3946, -5.4534)  -0.073
H (-2.3770, 2.1064, -3.1091)  0.214
H (-2.2755, 2.8599, -0.9756)  0.165
H (-2.9768, 4.5270, -3.9713)  0.403
H (-4.2500, 4.8494, -2.7890)  0.496
H (-2.8060, 6.6536, -2.3713)  0.366
H (-2.3708, 5.5025, -1.0461)  0.350
H (-0.4690, 6.6499, -2.0821)  0.387
H (-0.2756, 4.9178, -2.1855)  0.396
H (-0.2384, 3.1726, -2.4968)  0.580
H (1.1886, 1.0248, -2.5527)  0.589
H (0.9297, 2.4536, -6.5330)  0.380
C (-1.8036, -0.3220, 1.3666)  -0.567
O (-0.6414, -0.2544, 2.1889)  -0.304
P (0.5108, 0.7418, 1.7416)  0.737
O (0.4333, 1.2160, 0.3449)  -0.330
O (1.8250, -0.0504, 2.1086)  -0.328
C (2.0624, -1.2780, 1.4009)  -0.561
O (0.4553, 1.8711, 2.8426)  -0.355
C (1.3253, 2.9982, 2.6758)  -0.615
H (-1.5730, -0.8812, 0.4594)  0.293
H (-2.5879, -0.8415, 1.9115)  0.296
H (-2.1500, 0.6800, 1.1062)  0.193
H (1.9481, -1.1324, 0.3257)  0.234
H (1.3671, -2.0443, 1.7450)  0.312
H (3.0769, -1.6064, 1.6074)  0.234
H (0.8577, 3.7267, 2.0134)  0.200
H (2.2902, 2.6982, 2.2666)  0.321
H (1.4823, 3.4529, 3.6505)  0.254
C (2.9172, -4.8451, 5.1568)  -0.597
O (2.7909, -6.1303, 4.5336)  -0.319
P (2.1939, -6.1853, 3.0666)  0.930
O (1.4827, -4.9767, 2.6268)  -0.506
O (1.3190, -7.5081, 3.0863)  -0.327
C (0.1965, -7.5246, 3.9727)  -0.637
O (3.4401, -6.5988, 2.1892)  -0.351
C (3.2584, -6.6452, 0.7694)  -0.613
H (1.9367, -4.4942, 5.4768)  0.275
H (3.5574, -4.9550, 6.0288)  0.247
H (3.3632, -4.1216, 4.4756)  0.287
H (-0.4071, -6.6240, 3.8499)  0.302
H (0.5409, -7.5994, 5.0048)  0.267
H (-0.4102, -8.3952, 3.7382)  0.253
H (3.3898, -5.6475, 0.3514)  0.227
H (2.2702, -7.0243, 0.5074)  0.313
H (4.0121, -7.3085, 0.3520)  0.245